The following is a quantum chemistry calculation of a cluster of 8 separate species, C3H22N2O7 in total at a distorted geometry, from OMol25.

Orbital gap, Ha: 0.3552
SMILES: CC/N=C\N.O.O.O.O.O.O.O
ΔE to the lowest compared entry with this formula, charge and spin, kcal per mole: 56.5
HOMO energy, eV: -9.2220

Atoms and positions in Å:
C: 0.232 -1.471 2.221
C: -1.166 -0.911 2.412
N: -1.381 -2.912 0.041
C: -2.362 -2.249 0.761
N: -2.305 -1.331 1.611
H: 0.875 -1.163 3.049
H: 0.692 -1.508 1.236
H: 0.279 -2.545 2.459
H: -1.086 0.175 2.453
H: -1.586 -1.194 3.378
H: -1.629 -3.696 -0.530
H: -0.412 -2.713 0.061
H: -3.295 -2.688 0.399
H: 3.598 2.482 0.224
H: 2.195 2.606 0.638
O: 3.028 3.089 0.711
H: -0.659 1.476 1.427
H: 0.505 2.376 1.618
O: -0.150 2.138 0.948
H: 0.168 -0.675 -3.841
H: 0.094 -0.453 -2.360
O: -0.190 -0.049 -3.202
H: 2.174 3.709 -1.020
H: 2.087 3.608 -2.537
O: 2.030 3.077 -1.737
H: -2.557 0.767 -1.936
H: -3.715 0.814 -0.965
O: -2.949 1.323 -1.251
H: 0.816 1.053 -0.429
H: 1.870 0.972 -1.655
O: 1.678 0.750 -0.740
H: 0.385 -1.782 -0.793
H: 1.703 -1.229 -1.145
O: 1.033 -1.843 -1.507


The following is a quantum chemistry calculation of a cluster of 8 separate species, C3H22O8 in total at a distorted geometry, from OMol25.

Orbital gap, Ha: 0.3878
SMILES: CC(C)O.O.O.O.O.O.O.O
ΔE to the lowest compared entry with this formula, charge and spin, kcal per mole: 7.2
HOMO energy, eV: -10.5986

Atoms and positions in Å:
C: -1.418 -2.299 -1.456
C: -1.903 -1.455 -0.261
C: -3.321 -0.939 -0.429
O: -1.110 -0.274 -0.065
H: -1.408 -3.362 -1.244
H: -0.439 -1.986 -1.811
H: -2.162 -2.199 -2.251
H: -1.800 -2.088 0.625
H: -3.993 -1.757 -0.674
H: -3.312 -0.124 -1.153
H: -3.645 -0.458 0.497
H: -0.152 -0.416 -0.031
H: 2.831 -2.549 3.387
H: 2.549 -1.945 1.997
O: 2.964 -2.705 2.445
H: 2.797 0.379 -2.360
H: 1.240 0.340 -2.533
O: 1.974 0.232 -1.874
H: -0.150 2.407 2.891
H: 0.525 1.614 1.761
O: 0.663 1.953 2.656
H: 1.629 1.734 -0.799
H: 1.337 3.070 0.026
O: 0.983 2.213 -0.232
H: -0.798 0.326 -1.692
H: -0.172 1.713 -2.023
O: -0.439 0.874 -2.420
H: -1.031 2.287 0.207
H: -1.988 1.464 1.149
O: -1.784 2.334 0.807
H: 2.209 -0.754 -0.318
H: 2.072 0.194 0.934
O: 2.128 -0.726 0.651